Entry 1:
A structure of composition C36H102AsF9N8O10 in a non-equilibrium geometry, computed with ωB97M-V/def2-TZVPD.

Geometry as XYZ:
```
166
Properties=species:S:1:pos:R:3:forces:R:3:lowdin_spin:R:1
C -4.188 0.176 -3.544 -0.204 0.064 0.358 0.00
C -4.194 1.718 -3.622 -0.815 -0.967 -0.525 0.00
C -4.422 2.486 -2.324 -0.289 0.456 0.334 0.00
O -4.717 3.841 -2.582 0.183 0.147 -0.509 0.00
C -5.373 4.566 -1.517 -0.665 -0.947 -0.364 0.00
N -2.885 2.075 -4.235 0.555 0.768 -0.851 0.00
H -2.780 3.046 -4.492 -0.236 0.978 0.551 0.00
H -2.100 1.790 -3.667 0.320 -0.071 0.576 0.00
H -2.750 1.649 -5.140 -0.321 -0.784 -0.413 0.00
H -5.216 -0.171 -3.653 -0.007 -0.106 0.743 0.00
H -3.643 -0.181 -2.671 -0.524 0.007 0.457 0.00
H -3.698 -0.385 -4.340 0.230 0.702 -0.655 0.00
H -4.962 2.005 -4.340 0.105 0.264 -0.057 0.00
H -3.531 2.402 -1.701 0.400 -0.145 0.272 0.00
H -5.228 2.047 -1.735 -0.100 -0.372 -0.222 0.00
H -5.905 5.435 -1.905 0.932 0.329 -0.269 0.00
H -4.674 4.748 -0.701 -0.099 0.328 -0.038 0.00
H -6.239 4.002 -1.169 0.172 -0.550 0.362 0.00
C 2.830 2.776 -2.842 0.074 1.117 -1.070 0.00
C 3.550 3.981 -3.640 1.393 -0.313 1.179 0.00
C 5.129 3.886 -3.645 0.629 0.115 -1.792 0.00
O 5.774 4.938 -4.390 -2.655 -0.564 0.613 0.00
C 7.143 4.759 -4.739 0.645 0.316 0.387 0.00
N 2.985 4.087 -5.083 -0.615 -0.456 1.964 0.00
H 2.033 3.800 -4.903 -0.642 0.111 -0.503 0.00
H 2.948 5.033 -5.432 0.520 0.539 -0.317 0.00
H 3.332 3.447 -5.783 0.852 -0.143 -0.268 0.00
H 2.769 1.875 -3.452 0.809 -0.268 0.169 0.00
H 1.776 2.914 -2.600 -0.264 0.880 -0.307 0.00
H 3.237 2.619 -1.843 0.678 -0.223 -0.395 0.00
H 3.320 4.932 -3.159 -0.354 0.043 -0.260 0.00
H 5.361 2.949 -4.153 0.147 -0.488 0.091 0.00
H 5.601 3.864 -2.662 -0.648 -0.144 0.431 0.00
H 7.292 4.248 -5.690 -0.238 0.058 -0.044 0.00
H 7.704 4.235 -3.965 -0.097 -0.129 0.149 0.00
H 7.521 5.780 -4.761 0.192 -0.209 -0.343 0.00
C 0.885 8.576 2.141 0.761 0.110 -0.495 0.00
C 0.636 7.406 1.205 0.395 -1.092 0.517 0.00
C 0.089 6.156 1.999 -1.101 1.494 -0.385 0.00
O -0.440 5.112 1.167 0.822 1.246 0.581 0.00
C 0.510 4.123 0.882 -1.138 -0.888 -0.588 0.00
N -0.390 7.892 0.216 -0.717 -1.331 0.848 0.00
H -0.086 8.692 -0.320 0.031 0.559 -0.116 0.00
H -0.699 7.144 -0.388 0.133 -0.322 -0.593 0.00
H -1.214 8.075 0.771 -0.619 0.978 0.070 0.00
H 1.772 8.474 2.767 -0.293 -0.471 0.284 0.00
H -0.020 8.762 2.718 0.184 0.181 0.216 0.00
H 1.160 9.456 1.559 -0.340 0.212 -0.083 0.00
H 1.449 7.092 0.550 0.470 0.224 0.402 0.00
H -0.736 6.506 2.619 -0.518 0.187 -0.297 0.00
H 0.755 5.865 2.812 0.755 -0.446 -0.600 0.00
H -0.059 3.358 0.352 0.072 -0.199 -0.078 0.00
H 0.831 3.667 1.818 0.654 0.126 0.006 0.00
H 1.289 4.426 0.181 0.451 0.224 0.441 0.00
C -3.093 -8.887 -0.293 -0.634 0.091 -0.537 0.00
C -3.396 -7.528 -1.001 0.935 0.247 1.889 0.00
C -2.452 -6.438 -0.300 -1.281 -0.195 -0.539 0.00
O -2.755 -5.092 -0.679 -0.503 0.160 -0.085 0.00
C -2.550 -4.081 0.331 0.557 -1.042 -0.189 0.00
N -3.167 -7.638 -2.462 1.196 0.591 -0.638 0.00
H -3.845 -8.197 -2.961 -0.603 -0.438 -0.031 0.00
H -3.164 -6.714 -2.870 -0.407 0.553 -0.271 0.00
H -2.259 -8.001 -2.713 0.582 -0.613 0.121 0.00
H -2.095 -8.969 0.138 0.105 0.357 -0.170 0.00
H -3.191 -9.712 -0.998 -0.065 -0.070 -0.046 0.00
H -3.799 -9.106 0.508 -0.070 0.266 -0.065 0.00
H -4.440 -7.215 -1.005 0.015 -0.061 0.815 0.00
H -1.404 -6.666 -0.493 0.189 -0.125 -0.178 0.00
H -2.619 -6.588 0.767 -0.092 -0.007 0.085 0.00
H -2.996 -4.377 1.281 -0.121 -0.094 0.036 0.00
H -2.951 -3.109 0.043 -0.207 -0.321 -0.462 0.00
H -1.473 -3.970 0.457 0.179 0.181 0.279 0.00
C -3.006 3.288 1.465 -1.036 -1.630 0.813 0.00
C -3.600 2.055 2.245 -0.374 1.116 0.869 0.00
C -4.944 1.470 1.760 0.698 -1.021 -1.714 0.00
O -4.746 0.982 0.439 0.251 -0.757 -0.682 0.00
C -5.480 -0.221 0.102 0.867 -0.186 0.390 0.00
N -2.488 1.004 2.358 -1.764 -0.277 -0.358 0.00
H -2.222 0.798 1.406 0.724 -0.298 -0.807 0.00
H -1.707 1.256 2.947 0.028 0.486 -0.046 0.00
H -2.908 0.164 2.731 -0.112 -0.535 0.266 0.00
H -2.058 3.620 1.888 -0.285 0.178 0.187 0.00
H -3.788 4.046 1.518 0.363 0.250 -0.127 0.00
H -2.823 2.981 0.435 -0.172 0.102 -0.062 0.00
H -3.856 2.215 3.293 0.385 0.950 0.136 0.00
H -5.767 2.181 1.692 0.297 0.534 0.687 0.00
H -5.283 0.627 2.363 0.124 0.084 0.597 0.00
H -5.321 -0.472 -0.946 -0.749 0.939 -0.281 0.00
H -6.503 -0.179 0.476 -0.088 0.016 -0.547 0.00
H -4.996 -1.115 0.495 0.112 -0.008 1.003 0.00
C -0.616 -2.141 -6.391 -0.366 0.482 1.031 0.00
C -0.270 -2.285 -4.872 0.094 -1.443 -1.628 0.00
C 0.141 -3.778 -4.615 1.200 0.488 1.571 0.00
O 0.732 -3.900 -3.270 -2.116 0.042 -0.215 0.00
C -0.330 -4.185 -2.288 0.391 -0.545 -0.442 0.00
N 0.930 -1.367 -4.525 -0.759 -1.569 0.211 0.00
H 1.745 -1.704 -5.017 0.445 0.154 -0.651 0.00
H 0.762 -0.380 -4.659 -0.093 0.149 -0.368 0.00
H 1.150 -1.517 -3.550 0.048 -0.134 0.886 0.00
H 0.116 -2.572 -7.075 0.248 0.076 0.265 0.00
H -0.771 -1.089 -6.630 0.084 0.065 -0.217 0.00
H -1.561 -2.634 -6.617 -0.007 -0.092 0.203 0.00
H -1.071 -2.002 -4.189 0.056 0.181 -0.170 0.00
H 0.871 -4.136 -5.341 0.533 0.475 0.078 0.00
H -0.630 -4.536 -4.751 -0.707 0.620 0.132 0.00
H 0.092 -4.443 -1.316 0.472 0.397 -0.186 0.00
H -0.908 -5.072 -2.548 0.237 -0.204 -0.509 0.00
H -1.099 -3.424 -2.152 0.401 0.512 -0.214 0.00
C -0.647 -2.731 3.450 -0.103 1.516 2.217 0.00
C -0.651 -2.339 5.047 0.260 -0.548 -1.478 0.00
C -0.195 -3.579 5.817 0.467 0.074 1.102 0.00
O 0.365 -3.165 7.071 0.663 0.127 -1.949 0.00
C 0.774 -4.240 7.909 -0.403 -0.872 1.803 0.00
N 0.275 -1.110 5.377 -1.214 -1.369 -0.022 0.01
H -0.270 -0.296 5.132 0.430 0.407 -0.190 0.00
H 0.399 -1.089 6.379 -0.094 -0.352 1.096 0.00
H 1.224 -1.139 5.032 0.446 0.015 -0.757 0.00
H -1.128 -1.986 2.816 -0.255 0.176 0.122 0.00
H -1.204 -3.661 3.344 0.331 -0.055 0.051 0.00
H 0.387 -2.768 3.107 -0.001 -0.522 0.117 0.00
H -1.595 -1.963 5.441 -0.193 -0.238 -0.286 0.00
H 0.457 -4.158 5.163 0.745 0.079 0.268 0.00
H -1.005 -4.277 6.030 -0.621 0.277 -0.190 0.00
H 1.277 -3.849 8.793 -0.495 0.515 -0.022 0.00
H 1.478 -5.026 7.635 0.165 0.386 -1.529 0.00
H -0.124 -4.780 8.210 -0.081 0.052 0.270 0.00
C 3.726 2.343 3.545 -0.147 -0.368 0.384 0.00
C 3.208 1.804 2.214 0.366 -0.363 -0.182 0.00
C 4.291 1.051 1.390 -0.736 1.146 -0.481 0.00
O 3.730 0.498 0.226 -0.398 -0.926 -0.929 0.00
C 4.711 -0.082 -0.698 1.139 0.093 1.661 0.00
N 2.109 0.783 2.430 0.301 0.524 0.269 0.00
H 1.750 0.506 1.527 -0.022 -0.405 -0.694 0.00
H 2.486 -0.008 2.933 0.038 -0.816 0.448 0.00
H 1.341 1.184 2.948 -0.084 0.136 0.351 0.00
H 4.525 3.081 3.477 -0.125 0.037 -0.487 0.00
H 4.138 1.564 4.186 0.022 -0.282 -0.108 0.00
H 2.923 2.798 4.124 -0.114 0.163 -0.057 0.00
H 2.646 2.574 1.684 0.701 0.143 -0.459 0.00
H 4.708 0.268 2.023 0.520 0.103 0.109 0.00
H 4.991 1.820 1.063 0.672 -0.155 0.551 0.00
H 5.411 -0.756 -0.203 -0.441 -0.597 0.735 0.00
H 5.475 0.661 -0.927 -0.581 0.560 -1.023 0.00
H 4.298 -0.698 -1.496 -0.490 0.841 -0.002 0.00
As -0.203 -0.094 -0.927 -0.913 -0.965 0.752 0.00
F 1.174 -1.015 -1.517 -0.782 0.882 0.314 0.00
F -1.326 -1.044 -1.875 0.534 0.081 0.508 0.00
F -1.669 0.744 -0.237 1.418 -0.268 -0.717 0.00
F 0.821 1.080 -0.037 -0.881 -1.149 -0.616 0.00
F -0.157 0.960 -2.345 0.162 0.100 0.597 0.00
F -0.330 -1.238 0.467 0.358 1.565 -1.224 0.00
C 3.730 -2.220 3.899 -1.979 0.500 -0.376 0.09
O 2.864 -2.640 2.868 -0.873 0.312 0.782 0.02
O 3.163 -1.096 4.539 1.127 -2.368 -0.868 0.76
C 4.057 -3.485 4.785 0.280 -0.831 1.960 0.04
F 4.523 -3.170 5.978 0.655 0.865 -0.277 0.01
F 2.970 -4.220 5.075 -0.403 0.347 -1.148 0.01
F 4.936 -4.259 4.151 -0.370 0.566 -0.137 0.01
C 3.314 -3.441 1.775 1.061 -0.478 -1.764 0.00
C 2.185 -3.989 0.916 -1.514 -0.011 0.198 0.00
H 1.413 -4.448 1.533 -0.009 0.025 0.467 0.00
H 1.632 -3.292 0.286 0.282 0.585 0.122 0.00
H 2.413 -4.817 0.245 0.965 0.131 0.144 0.00
H 3.926 -4.315 1.995 -0.007 0.204 0.958 0.00
H 3.960 -2.796 1.179 0.109 0.066 -0.245 0.00
H 4.654 -1.837 3.466 0.839 0.128 0.187 0.05
```
Forces are in eV/Å.

Results
multiplicity	2
HOMO level (spin up / spin down)	-22.12 / -22.12	eV
charge	+7



Entry 2:
An isolated molecule of C8H8FNO3 in a non-equilibrium geometry, computed with ωB97M-V/def2-TZVPD.

Geometry as XYZ:
```
21
Properties=species:S:1:pos:R:3:forces:R:3:lowdin_charge:R:1
O 3.611 -1.547 0.239 0.330 -0.502 0.010 0.10
N 3.315 -0.379 0.175 -0.770 -0.496 0.485 -0.39
O 3.935 0.503 -0.314 1.155 1.239 -0.590 0.14
C 1.938 -0.070 0.678 -0.359 0.635 2.824 -0.16
F 1.892 1.262 1.126 0.173 -1.480 -0.771 0.04
C 1.020 -0.351 -0.498 -0.067 1.455 0.361 -0.29
O 1.396 0.313 -1.677 0.856 0.871 -0.261 0.02
C -0.433 -0.127 -0.205 0.990 -0.088 0.902 -0.18
C -1.194 -1.102 0.370 -0.012 -1.364 0.792 -0.03
C -2.548 -0.871 0.614 1.096 -2.767 -0.456 -0.10
C -3.133 0.273 0.215 -2.162 1.255 1.111 -0.10
C -2.358 1.332 -0.231 -0.233 -0.534 0.288 -0.07
C -1.012 1.102 -0.382 -0.680 1.754 -2.239 -0.04
H 1.827 -0.768 1.614 -0.191 1.337 -1.969 0.21
H 1.265 -1.366 -0.591 -0.286 -1.873 -0.791 0.13
H 1.917 1.143 -1.539 -0.668 -1.041 0.213 0.13
H -0.756 -2.089 0.646 -0.337 0.819 -0.384 0.13
H -3.121 -1.767 0.887 -0.040 0.714 0.305 0.11
H -4.208 0.290 0.450 0.388 0.624 -0.645 0.12
H -2.693 2.310 -0.552 -0.559 -0.192 0.214 0.11
H -0.662 1.913 -1.024 1.375 -0.365 0.601 0.13
```
Forces are in eV/Å.

Results
structure (SMILES)	O=[N+]([O-])[C@@H](F)[C@H](O)c1ccccc1
energy relative to the best compared isomer or geometry (same formula, charge and spin)	321.2	kJ/mol
HOMO level	-9.82	eV